Density functional theory data (the ωB97M-V functional and the def2-TZVPD basis) for 11 unconnected molecules or ions with the total composition C58H125F12N7O22.

Last column: Mulliken charge in e.
Element x y z (Å)
1 F -1.0385 6.7039 -1.1435  -0.24
2 F -4.5115 -0.2317 0.0656  -0.09
3 F -1.9353 7.1834 0.7500  -0.32
4 F -5.8065 -1.4874 -1.0045  -0.23
5 F 3.7662 7.1669 1.1402  -0.29
6 F 5.0528 -5.7780 2.4051  -0.27
7 F 3.6035 6.6054 3.1712  -0.32
8 F 7.0537 -5.3201 2.9600  -0.28
9 F 5.4770 -5.2768 4.3864  -0.22
10 F -6.5825 -0.2729 0.5409  -0.29
11 F 2.3359 5.7153 1.7926  -0.12
12 F -0.7603 5.3630 0.5977  -0.20
13 O 3.6486 5.4424 -2.4573  -0.23
14 O 5.3416 -2.8877 1.9325  -0.57
15 O -5.2421 -3.2782 0.5805  -0.15
16 O -2.2414 -2.3018 1.5509  -0.04
17 O -6.1848 -2.1811 -8.9183  -0.27
18 O 4.5218 -4.5480 8.3304  -0.27
19 O 2.3560 -1.4027 1.0282  -0.22
20 O -4.4581 0.7559 -5.8956  -0.37
21 O 2.0743 -2.0653 5.1102  -0.62
22 O 1.4941 -1.7172 -3.1258  0.22
23 O -2.8538 4.1366 -0.0438  0.09
24 O 5.6893 0.1784 -1.3630  0.37
25 O 5.4912 -2.9458 4.1883  -0.22
26 O -4.3670 -4.6131 -2.3216  -0.28
27 O -4.0717 1.4672 3.2807  -0.15
28 O -3.7669 5.9556 -1.0802  -0.61
29 O 4.1040 3.9496 1.3088  0.26
30 O 0.4564 3.5248 -5.5474  -0.43
31 O 1.8892 2.9066 4.9748  -0.59
32 O -1.7923 0.6244 -2.4297  0.78
33 O 5.8157 5.3485 1.8860  -0.58
34 O -5.2367 -1.8661 2.3986  -0.62
35 N -6.5809 -1.2106 -6.4142  -0.33
36 N -2.0592 -3.5288 -1.0162  1.31
37 N 3.8288 0.0355 -3.4563  -0.25
38 N 1.2034 3.5783 -2.7035  0.54
39 N 2.6234 -2.5016 7.8686  -0.18
40 N -0.5130 1.9067 3.7896  0.12
41 N 0.4325 1.2920 -0.4929  1.23
42 C -5.6168 -4.2463 -2.9384  -0.59
43 C 4.5970 1.1999 -3.2001  0.35
44 C 3.8474 -3.9286 9.4637  -0.61
45 C -0.9711 -2.8183 1.1543  1.16
46 C -0.4165 3.4000 -4.4410  0.17
47 C 4.0119 6.6060 -3.2387  -0.89
48 C 3.1431 3.0369 5.5730  -0.46
49 C 0.9878 -3.0132 -3.3705  -0.90
50 C 5.9149 0.6868 -2.6325  -1.34
51 C -6.2734 -2.3669 -10.3258  -0.77
52 C -1.1905 -3.9253 0.1318  -1.84
53 C -0.8874 0.6787 -0.2379  0.17
54 C 4.9205 2.7584 1.0502  0.33
55 C 1.4323 -1.2649 6.1578  -0.06
56 C 1.7477 4.2719 -1.5240  0.26
57 C -2.0708 -4.4663 -2.1279  -1.18
58 C -2.8671 5.3990 -0.4474  0.18
59 C -1.5779 6.1585 -0.0462  1.00
60 C 0.0525 4.2822 -3.3644  -0.05
61 C 1.5263 0.3492 -0.5232  2.15
62 C 0.0213 2.7049 -6.6739  -0.54
63 C 6.7182 -0.5531 -0.7282  -0.69
64 C 5.4478 2.2404 2.3312  -1.03
65 C -6.9809 -2.5952 -6.6634  -0.40
66 C 5.7941 -4.9458 3.1596  0.88
67 C 1.8874 -0.0822 0.9371  0.38
68 C -2.5158 -0.1743 -3.3571  -0.07
69 C -6.0383 -0.9296 -5.1038  -0.32
70 C -1.8606 2.1778 3.2094  0.65
71 C 2.4530 -3.4898 8.9014  -0.83
72 C -5.1637 0.9773 4.0787  -0.98
73 C 5.3587 -1.5401 4.5386  0.65
74 C -3.2370 -4.0626 -2.9759  -0.13
75 C 2.3761 5.6403 -1.8640  -0.94
76 C -5.3125 -2.1578 1.2273  0.38
77 C -2.9423 1.6626 4.1107  -1.02
78 C 1.7065 -1.6216 3.8743  0.24
79 C 5.4845 -3.4203 3.0005  0.44
80 C -4.1131 2.0939 -6.0594  -0.44
81 C 1.9344 2.4117 3.6705  1.52
82 C 2.5465 0.2490 -3.9893  0.47
83 C 5.8531 -1.3845 5.9254  -1.08
84 C 1.2755 -2.1115 7.3811  -1.10
85 C 0.5342 2.6085 3.0701  -0.56
86 C -5.6494 0.5766 -5.0781  -0.60
87 C -4.9207 -5.6599 0.5511  -0.97
88 C 3.5628 6.1566 1.9415  0.86
89 C -5.5589 -1.0137 0.1955  0.95
90 C -4.4487 2.7581 -1.3198  -1.01
91 C 5.9138 -4.6504 8.4565  -0.75
92 C -4.9990 -4.4629 1.4171  -0.15
93 C -7.2066 -2.8209 -8.1531  -0.70
94 C 1.8893 -1.0175 -4.3424  -1.49
95 C -2.1252 -1.3603 2.6090  0.01
96 C 4.6529 5.0475 1.7254  0.19
97 C -4.0904 3.4032 -0.0327  -0.63
98 C 3.4281 -1.6434 0.0838  -1.00
99 C -1.4520 -0.1474 -1.2958  0.20
100 H 2.6857 0.7838 -4.9115  0.78
101 H -3.8919 -5.7886 0.2138  0.11
102 H -3.9128 2.7056 0.7299  -0.14
103 H 6.2038 1.4536 2.2096  0.39
104 H -5.0154 2.6725 -6.3511  0.35
105 H 5.9550 3.0021 2.9510  0.47
106 H -0.3024 -3.2441 1.9430  0.21
107 H 7.1072 -1.3691 -1.3498  0.34
108 H -3.7110 1.9983 -1.6070  0.16
109 H -2.0932 -5.5295 -1.8133  0.35
110 H -0.8069 -0.0306 0.6109  -0.90
111 H -2.0152 1.5177 2.3426  -0.78
112 H -0.9061 3.1815 -7.0907  0.25
113 H -6.5022 1.0968 -5.5592  0.61
114 H 1.7279 6.2641 -2.5200  0.49
115 H 5.7072 -0.4143 6.3540  0.40
116 H 2.5300 3.7595 -1.0195  -0.10
117 H 4.3965 -3.0310 9.7978  0.35
118 H -3.0131 -3.3770 -0.6329  -0.63
119 H -5.5841 -1.6828 -10.8622  0.25
120 H -5.7802 -4.4819 2.1829  0.70
121 H -4.0409 -4.2446 1.9985  -0.06
122 H -5.9536 -0.8630 -7.1362  0.36
123 H -0.4809 2.3823 -4.1068  -0.25
124 H -1.9338 -1.0831 -3.6311  0.00
125 H 1.8437 -3.0245 9.6755  0.46
126 H 0.5840 2.1758 2.0772  -0.39
127 H -6.8266 -1.1515 -4.3707  0.34
128 H -5.1823 -1.5219 -4.7600  0.09
129 H -5.4222 2.2984 -1.2541  0.51
130 H -1.4696 3.6752 -4.6876  0.34
131 H -0.5900 2.2427 4.7576  0.33
132 H 6.2862 -3.6367 8.4643  0.32
133 H -1.0888 -4.5028 -2.5955  0.51
134 H 2.6314 3.0368 3.0701  -0.67
135 H 3.6583 -0.4406 -2.5715  0.14
136 H -0.6903 4.3584 -2.5228  -0.52
137 H -7.0812 -3.8971 -8.3088  0.37
138 H 2.4148 6.2112 -0.8908  0.29
139 H -3.2411 2.4780 4.7688  0.65
140 H -2.9557 -0.6978 2.5941  -0.25
141 H -5.9875 -3.4186 -10.5498  0.27
142 H -3.4281 -0.5774 -2.8940  -0.33
143 H 6.2599 -0.1234 -3.3049  0.36
144 H 1.3097 -0.5896 -1.0136  -0.46
145 H 2.3374 1.3941 3.6507  -0.39
146 H 2.9560 -1.6363 -0.9241  0.09
147 H 3.2411 -2.8677 7.1385  0.13
148 H 0.2247 5.3119 -3.7602  0.45
149 H 5.6850 3.0686 0.3501  0.44
150 H -3.3301 -2.9895 -3.0115  -0.24
151 H 4.2430 1.8723 -2.4016  -0.39
152 H 0.9796 -0.0839 1.4902  -0.54
153 H 3.8016 -4.6394 10.2851  0.44
154 H 2.3616 0.8557 -1.0705  -1.19
155 H -0.4250 -1.9771 0.6816  -0.52
156 H -4.4377 3.4847 -2.1660  0.57
157 H -0.6500 -0.8625 -1.5982  -0.71
158 H -3.7261 2.4843 -5.1121  0.04
159 H -6.2147 -3.3205 -6.2697  0.19
160 H 5.2801 -2.0804 6.5517  -0.04
161 H 4.1358 7.5221 -2.6464  0.31
162 H 4.2866 -1.3877 4.5698  -0.45
163 H 1.9038 3.4883 -3.4276  0.40
164 H 0.8049 2.7478 -7.4263  0.25
165 H 0.9486 4.4728 -0.8322  -0.56
166 H -5.6440 -5.6834 -0.2480  0.16
167 H -7.9569 -2.8094 -6.2462  0.26
168 H -5.7450 -3.1787 -3.1417  0.02
169 H -6.0642 0.7507 3.5192  0.23
170 H 6.1949 -5.1677 9.3494  0.34
171 H 0.9348 -0.7288 -4.7801  0.39
172 H 4.6313 1.8251 2.9383  0.05
173 H 2.5774 0.5602 1.4713  0.16
174 H -8.1731 -2.5374 -8.4046  0.43
175 H -0.2189 1.6920 -6.2069  0.18
176 H 0.3681 1.7061 -1.4045  -0.65
177 H -2.2406 -1.8607 3.5654  0.56
178 H 6.2912 -1.0589 0.1026  0.00
179 H -0.2529 -4.2399 -0.2816  0.55
180 H -5.4501 1.7442 4.8135  0.37
181 H 6.6461 1.5331 -2.7783  0.42
182 H 3.8654 -2.5780 0.4065  0.46
183 H -6.3849 -4.4721 -2.1652  0.29
184 H 2.9235 3.3945 6.5839  0.34
185 H 0.1392 -3.0090 -4.0629  0.42
186 H 6.8968 -1.7323 6.0048  0.40
187 H 1.8836 0.8587 -3.3576  -0.58
188 H -2.0640 3.2489 2.8766  0.30
189 H 0.5076 -0.8532 5.7272  0.36
190 H 0.3825 3.6747 3.0526  0.62
191 H 6.3017 -5.2253 7.5929  0.17
192 H -5.0567 -6.4744 1.2806  0.47
193 H 2.3870 -1.6979 -5.0116  0.46
194 H -1.5358 1.4863 0.0799  -0.26
195 H 0.6248 -3.4481 -2.4389  -0.13
196 H 0.7007 -2.9417 6.9364  0.34
197 H 0.7263 -1.5787 8.1432  0.42
198 H -4.9653 0.0871 4.6701  0.35
199 H 3.1775 6.8771 -3.8904  0.35
200 H 3.6754 2.0934 5.6693  0.06
201 H -2.3223 -0.6705 -0.9287  -0.07
202 H 4.7123 1.8725 -4.0521  0.64
203 H 1.7253 -3.6738 -3.8144  0.49
204 H -3.3805 2.1653 -6.8589  0.18
205 H -2.6952 0.7665 4.6966  0.19
206 H -1.6442 -4.7588 0.7088  0.28
207 H 2.2170 -0.6928 3.6633  -0.08
208 H 4.1581 -0.8873 0.2548  0.23
209 H 5.8452 -0.9518 3.7487  0.30
210 H 1.8552 -4.3586 8.6442  0.38
211 H -3.1759 -4.4943 -3.9797  0.57
212 H 3.7804 3.7438 4.9784  0.12
213 H -5.7848 -4.8304 -3.8618  0.33
214 H 0.6325 -1.4384 3.7830  -0.04
215 H -1.1715 -0.7867 2.6004  -0.48
216 H 2.0471 -0.3849 6.3799  0.18
217 H -4.8112 4.1119 0.3628  0.62
218 H -5.5374 0.9738 -4.0608  0.20
219 H 7.5153 0.1463 -0.5100  0.34
220 H 2.0623 -2.3219 3.1016  0.22
221 H -7.2283 -2.1144 -10.7899  0.31
222 H 4.3072 1.9900 0.6230  -0.49
223 H 4.8642 6.3407 -3.8367  0.27
224 H -2.6442 0.4798 -4.2109  0.12

Output
gap between HOMO and LUMO	9.032	eV
energy relative to the best compared isomer or geometry (same formula, charge and spin)	0.0	kcal per mole
2S+1	1
charge	0
DFT total energy	-5521.55134	Ha
HOMO	-8.42	eV
LUMO	0.608	eV